Computed, not measured: a cluster of 2 separate species, CH2NO3S in total at a distorted geometry, with wB97M-V/def2-TZVPD.

Geometry as ORCA input:
```
! RIJCOSX wB97M-V def2-TZVPD def2/J DEFGRID3
* xyz -1 1
C -0.18 -0.55 -0.08
N 1.92 0.08 0.30
O -1.25 1.91 -0.55
O -0.12 -1.67 0.28
O -2.56 0.01 -1.38
S -1.84 0.64 -0.21
H 1.87 0.45 1.28
H 2.17 -0.87 0.36
*
```

For the HOMO energy (alpha / beta), the calculation gives -3.480 / -3.472 eV. The calculation puts the total energy at -19535.7983 eV. The calculation puts the gap between HOMO and LUMO (alpha / beta) at 7.108 / 7.100 eV. Its relative energy (zero: lowest compared OMol25 entry of this formula, charge and spin) is 71.6 kcal/mol.